Entry 1:
Below is a structure of composition C15H10F3MnN2O6, with properties calculated with ωB97M-V/def2-TZVPD.

Geometry as ORCA input:
```
! wB97M-V def2-TZVPD RIJCOSX def2/J DEFGRID3
* xyz -1 2
Mn -0.489 0.297 -0.673
O -0.836 -0.358 -2.519
N -0.324 -1.495 -2.788
N 0.343 -1.997 -1.822
O 0.497 -1.372 -0.670
C 0.954 -3.278 -1.986
C 1.725 -3.763 -0.941
C 2.331 -5.004 -1.077
C 2.167 -5.744 -2.237
C 1.387 -5.240 -3.271
C 0.773 -4.004 -3.156
H 1.832 -3.165 -0.049
H 2.935 -5.389 -0.266
H 2.641 -6.712 -2.338
H 1.251 -5.815 -4.178
H 0.163 -3.607 -3.952
O 1.669 3.528 0.742
C 0.848 2.645 0.952
O 0.406 1.828 0.063
C 0.347 2.440 2.367
C -0.172 1.226 2.787
C -0.628 1.033 4.095
C -0.546 2.110 4.938
O -0.924 2.191 6.261
C -0.695 3.542 6.648
O -0.060 4.221 5.575
C -0.029 3.323 4.524
C 0.436 3.523 3.253
H -0.243 0.407 2.086
H -1.043 0.087 4.414
H -0.041 3.558 7.523
H -1.655 4.021 6.867
H 0.863 4.458 2.922
F -2.870 1.163 0.685
C -2.256 0.022 0.213
F -2.207 -0.805 1.330
F -3.230 -0.564 -0.568
*
```

Its HOMO energy (spin up / spin down) is -5.08 / -4.64 eV. The calculation puts the orbital gap (spin up / spin down) at 7.810 / 7.368 eV. The calculation puts the lowest unoccupied orbital energy (spin up / spin down) at 0.100 / 0.100 Eh. Its energy above the lowest of the compared OMol25 structures with the same formula, charge and spin is 3.9 kcal per mole.

Entry 2:
Below is a structure of composition C16H40FN5O5Pt at a distorted geometry, with properties calculated with ωB97M-V/def2-TZVPD.

Geometry as ORCA input:
```
! wB97M-V def2-TZVPD RIJCOSX def2/J DEFGRID3
* xyz 2 3
Pt -1.133 -3.384 0.991
C 5.181 -1.077 1.106
C 3.710 -0.681 0.773
N 3.015 0.165 1.873
C 2.930 -0.638 3.205
C 3.701 1.487 2.184
C 3.515 2.605 1.090
C 1.518 0.290 1.290
C 0.408 1.081 2.133
O 1.034 1.894 3.022
C 0.156 2.475 4.048
H 5.865 -0.237 1.231
H 5.662 -1.669 0.327
H 5.120 -1.777 1.939
H 3.196 -1.641 0.759
H 3.701 -0.261 -0.233
H 2.473 -1.599 2.967
H 2.240 -0.236 3.947
H 3.918 -0.972 3.522
H 4.751 1.213 2.281
H 3.561 1.849 3.202
H 3.419 2.277 0.054
H 4.433 3.188 1.161
H 2.556 3.065 1.329
H 1.100 -0.699 1.105
H 1.637 0.847 0.361
H -0.261 0.405 2.666
H -0.135 1.673 1.396
H 0.735 3.149 4.680
H -0.646 1.819 4.385
H -0.360 3.237 3.465
F -1.518 -1.416 0.004
O -0.024 -1.974 -4.734
C -0.652 -1.659 -3.754
N -0.369 -2.248 -2.605
C -1.867 -0.705 -3.746
H 0.277 -3.017 -2.714
H -0.758 -1.982 -1.712
H -1.475 0.312 -3.737
H -2.527 -0.890 -2.899
H -2.431 -0.836 -4.669
O -5.145 -4.676 -2.030
C -4.608 -3.617 -1.768
N -3.401 -3.446 -1.517
C -5.576 -2.451 -1.862
H -2.723 -4.151 -1.265
H -3.227 -2.506 -1.192
H -6.238 -2.530 -2.724
H -4.951 -1.560 -1.929
H -6.145 -2.417 -0.934
O -4.235 2.235 1.798
C -3.851 1.313 1.098
N -2.739 0.763 1.496
C -4.541 0.918 -0.222
H -2.316 1.021 2.376
H -2.386 -0.061 1.031
H -5.371 0.242 -0.014
H -3.935 0.744 -1.110
H -5.035 1.839 -0.534
O 2.622 0.891 -1.915
C 1.691 1.404 -2.461
N 1.869 1.849 -3.631
C 0.434 1.616 -1.719
H 2.680 1.614 -4.185
H 1.259 2.575 -3.978
H 0.175 0.717 -1.160
H -0.323 1.910 -2.447
H 0.360 2.330 -0.899
*
```

Its HOMO energy (spin up / spin down) is -13.61 / -13.48 eV. The calculation puts the orbital gap (spin up / spin down) at 5.154 / 2.466 eV. The calculation puts the lowest unoccupied orbital energy (spin up / spin down) at -0.311 / -0.405 Eh.

Entry 3:
Below is an isolated molecule of C3H8N2 at a distorted geometry, with properties calculated with ωB97M-V/def2-TZVPD.

Geometry as ORCA input:
```
! wB97M-V def2-TZVPD RIJCOSX def2/J DEFGRID3
* xyz 0 1
C 1.691 0.901 -0.890
C 0.233 0.363 -1.005
N -0.510 0.702 0.189
C -0.863 -0.176 1.026
N -0.849 -1.572 0.838
H 1.676 1.628 -0.083
H 1.958 1.484 -1.764
H 2.384 0.139 -0.553
H 0.217 -0.707 -1.214
H -0.123 0.880 -1.895
H -1.276 0.199 1.953
H -0.700 -1.818 -0.128
H -0.424 -2.103 1.572
*
```

Its HOMO energy is -9.25 eV. The calculation puts the orbital gap at 10.297 eV. The calculation puts the lowest unoccupied orbital energy at 0.039 Eh. Its structure (SMILES) is CC/N=C\N. Its energy above the lowest of the compared OMol25 structures with the same formula, charge and spin is 38.7 kcal per mole.

Entry 4:
Below is a structure of composition C6H8O6Y at a distorted geometry, with properties calculated with ωB97M-V/def2-TZVPD.

Geometry as ORCA input:
```
! wB97M-V def2-TZVPD RIJCOSX def2/J DEFGRID3
* xyz 0 2
O -1.224 0.695 -2.291
O 0.433 2.093 -2.039
C -0.075 0.999 -1.678
C -1.562 -0.687 -2.450
C -2.994 -0.786 -2.925
H -0.877 -1.138 -3.183
H -1.427 -1.205 -1.491
H -3.151 -0.204 -3.843
H -3.234 -1.836 -3.139
H -3.685 -0.416 -2.155
C 1.034 0.258 1.786
C 2.158 -0.642 2.290
O 2.459 -0.189 3.620
C 1.707 0.869 3.928
O 0.890 1.194 2.947
O 1.810 1.472 4.971
O 0.401 0.433 0.082
H 0.101 -0.314 1.954
H 3.105 -0.652 1.735
H 1.861 -1.697 2.327
Y 2.270 1.752 -0.447
*
```

Its HOMO energy (spin up / spin down) is -7.05 / -6.99 eV. The calculation puts the orbital gap (spin up / spin down) at 6.083 / 5.071 eV. The calculation puts the lowest unoccupied orbital energy (spin up / spin down) at -0.036 / -0.071 Eh.